No. 1
{"formula": "C27H19AuBrClFNO5", "method": "the ωB97M-V functional and the def2-TZVPD basis", "symbols": ["Au", "C", "C", "C", "C", "C", "C", "C", "F", "C", "C", "C", "O", "C", "C", "N", "C", "C", "O", "O", "H", "H", "H", "H", "H", "H", "H", "H", "H", "H", "H", "Br", "C", "C", "C", "C", "C", "C", "H", "H", "H", "H", "Cl", "C", "C", "C", "C", "C", "C", "C", "O", "O", "H", "H", "H", "H"], "positions_angstrom": [[0.992, 2.814, -0.271], [3.632, -4.138, 0.524], [2.164, -4.208, 0.128], [1.416, -5.187, 1.018], [-0.042, -5.279, 0.610], [-0.667, -3.914, 0.653], [-2.012, -3.752, 0.892], [-2.566, -2.477, 0.945], [-3.885, -2.372, 1.180], [-1.813, -1.352, 0.779], [-0.443, -1.495, 0.526], [0.352, -0.271, 0.331], [-0.197, 0.824, 0.527], [1.720, -0.481, -0.068], [2.196, -1.770, -0.073], [1.499, -2.876, 0.200], [0.130, -2.768, 0.463], [2.784, 0.511, -0.476], [3.946, 0.174, -0.481], [2.500, 1.717, -0.977], [4.011, -5.157, 0.605], [3.751, -3.651, 1.492], [4.255, -3.623, -0.204], [2.082, -4.548, -0.910], [1.499, -4.858, 2.058], [1.903, -6.160, 0.943], [-0.592, -5.956, 1.264], [-0.115, -5.689, -0.403], [-2.652, -4.611, 1.049], [-2.242, -0.363, 0.848], [3.238, -1.903, -0.313], [-1.229, 2.737, -6.495], [-0.576, 2.717, -4.720], [-1.075, 1.786, -3.824], [-0.592, 1.759, -2.521], [0.367, 2.684, -2.145], [0.885, 3.604, -3.043], [0.397, 3.627, -4.344], [-1.835, 1.084, -4.138], [-0.983, 1.044, -1.810], [1.663, 4.297, -2.749], [0.780, 4.342, -5.059], [-5.118, 4.801, 1.200], [-3.495, 4.316, 1.586], [-2.521, 4.376, 0.604], [-1.232, 4.001, 0.942], [-0.900, 3.542, 2.207], [-1.904, 3.497, 3.170], [-3.198, 3.885, 2.871], [0.489, 3.065, 2.577], [0.692, 2.497, 3.626], [1.403, 3.331, 1.676], [-2.767, 4.724, -0.389], [-0.475, 4.123, 0.147], [-1.644, 3.130, 4.154], [-3.977, 3.850, 3.620]], "homo_ev": -8.93, "lumo_energy_ev": -2.0, "energy_ev": -129008.4081, "spin_multiplicity": 1, "relative_energy_kcal_mol": 35.7, "fmax_ev_per_a": 0.5, "molar_mass_g_mol": 768.77, "gap_ev": 6.963}

***

No. 2
{"formula": "C34H76BN2O6", "method": "the ωB97M-V functional and the def2-TZVPD basis", "symbols": ["C", "C", "C", "C", "C", "C", "C", "C", "C", "C", "C", "C", "C", "C", "C", "C", "C", "C", "C", "C", "B", "O", "C", "C", "O", "H", "H", "H", "H", "H", "H", "H", "H", "H", "H", "H", "H", "H", "H", "H", "H", "H", "H", "H", "H", "H", "H", "H", "H", "H", "H", "H", "H", "H", "H", "H", "H", "H", "H", "H", "H", "H", "H", "H", "H", "H", "H", "H", "H", "H", "H", "C", "O", "C", "C", "N", "C", "C", "O", "C", "H", "H", "H", "H", "H", "H", "H", "H", "H", "H", "H", "H", "H", "H", "H", "C", "O", "C", "C", "N", "C", "C", "O", "C", "H", "H", "H", "H", "H", "H", "H", "H", "H", "H", "H", "H", "H", "H", "H"], "positions_angstrom": [[0.232, 0.325, 0.942], [-0.517, -0.254, 2.192], [-1.986, -0.765, 1.915], [-2.292, -1.133, 0.427], [-1.705, -2.559, 0.124], [-1.052, -2.684, -1.284], [-2.053, -2.535, -2.493], [-1.430, -1.581, -3.570], [-0.528, -2.282, -4.634], [0.653, -3.139, -4.060], [1.929, -2.323, -3.600], [1.736, -0.783, -3.492], [3.156, -0.099, -3.312], [3.138, 1.153, -2.368], [3.320, 2.540, -3.127], [1.950, 3.337, -3.147], [0.869, 2.295, -3.627], [-0.461, 2.917, -4.171], [-1.469, 1.697, -4.334], [-2.804, 2.057, -5.091], [-4.112, 1.508, -4.232], [-4.569, 2.596, -3.342], [-4.776, 2.005, -2.062], [-3.988, 0.608, -2.065], [-3.963, 0.269, -3.440], [1.216, 0.781, 1.182], [-0.442, 1.072, 0.455], [0.366, -0.500, 0.209], [0.137, -1.001, 2.698], [-0.607, 0.592, 2.921], [-2.100, -1.712, 2.503], [-2.708, -0.040, 2.347], [-2.011, -0.358, -0.313], [-3.405, -1.234, 0.356], [-2.460, -3.362, 0.302], [-0.891, -2.752, 0.873], [-0.224, -1.949, -1.428], [-0.613, -3.714, -1.353], [-2.398, -3.497, -2.926], [-2.969, -2.013, -2.117], [-0.922, -0.737, -3.048], [-2.282, -1.102, -4.114], [-1.189, -2.996, -5.191], [-0.162, -1.570, -5.411], [0.989, -3.803, -4.899], [0.342, -3.841, -3.253], [2.778, -2.500, -4.303], [2.254, -2.754, -2.627], [1.274, -0.314, -4.381], [1.151, -0.493, -2.587], [3.631, 0.082, -4.302], [3.802, -0.865, -2.807], [2.267, 1.184, -1.680], [4.039, 1.065, -1.711], [4.137, 3.127, -2.642], [3.625, 2.322, -4.180], [2.013, 4.236, -3.794], [1.720, 3.637, -2.101], [0.583, 1.642, -2.778], [1.337, 1.744, -4.475], [-0.899, 3.555, -3.367], [-0.342, 3.482, -5.118], [-0.893, 0.902, -4.880], [-1.629, 1.300, -3.304], [-2.833, 3.148, -5.307], [-2.792, 1.476, -6.053], [-4.912, 1.230, -5.113], [-4.395, 2.734, -1.303], [-5.881, 1.847, -2.012], [-4.428, -0.143, -1.372], [-2.986, 0.829, -1.590], [-0.711, 4.378, 4.364], [-2.039, 4.610, 3.930], [-2.640, 3.482, 3.298], [-3.719, 2.871, 4.182], [-3.145, 2.210, 5.352], [-4.121, 1.852, 6.379], [-4.923, 2.980, 7.040], [-4.155, 3.842, 7.867], [-3.460, 4.868, 7.177], [-0.275, 5.340, 4.634], [-0.687, 3.734, 5.248], [-0.105, 3.934, 3.569], [-1.897, 2.737, 2.997], [-3.116, 3.855, 2.387], [-4.287, 2.138, 3.601], [-4.401, 3.680, 4.471], [-2.457, 2.822, 5.770], [-3.567, 1.336, 7.168], [-4.820, 1.122, 5.958], [-5.648, 2.507, 7.708], [-5.512, 3.558, 6.320], [-4.007, 5.224, 6.301], [-2.463, 4.529, 6.891], [-3.330, 5.706, 7.865], [6.742, -3.884, 3.516], [6.684, -4.455, 2.221], [5.697, -5.475, 2.087], [4.531, -5.004, 1.227], [3.732, -3.994, 1.913], [2.774, -3.297, 1.052], [3.320, -2.490, -0.131], [4.050, -1.329, 0.238], [5.405, -1.559, 0.581], [7.648, -3.281, 3.575], [5.885, -3.230, 3.702], [6.789, -4.657, 4.289], [5.356, -5.844, 3.058], [6.184, -6.309, 1.572], [3.893, -5.860, 0.987], [4.951, -4.618, 0.291], [4.350, -3.304, 2.319], [2.222, -2.607, 1.696], [2.047, -4.026, 0.677], [2.456, -2.122, -0.690], [3.894, -3.102, -0.836], [5.847, -2.374, 0.003], [5.501, -1.754, 1.652], [5.964, -0.645, 0.370]], "homo_ev": -3.56, "lumo_energy_ev": 2.1, "charge": -1, "energy_ev": -52430.3605, "spin_multiplicity": 1, "fmax_ev_per_a": 2.2, "molar_mass_g_mol": 619.80, "gap_ev": 5.691}

***

No. 3
{"formula": "C26H35Ge2N3Tl", "method": "the ωB97M-V functional and the def2-TZVPD basis", "symbols": ["Tl", "C", "C", "Ge", "C", "C", "C", "C", "Ge", "C", "C", "C", "C", "C", "C", "C", "C", "C", "C", "H", "H", "H", "H", "H", "H", "H", "H", "H", "H", "H", "H", "H", "H", "H", "H", "H", "H", "H", "H", "H", "H", "H", "H", "H", "H", "N", "C", "C", "C", "C", "C", "N", "C", "C", "C", "C", "C", "N", "H", "H", "H", "H", "H", "H", "H", "H", "H"], "positions_angstrom": [[2.836, 2.100, -1.169], [1.001, -2.130, -4.514], [0.997, -1.243, -3.190], [0.702, -2.736, -2.050], [2.218, -3.789, -1.563], [3.095, -4.206, -2.791], [-1.049, -3.222, -1.552], [-2.008, -2.431, -1.029], [-1.970, -0.749, 0.008], [-0.876, -0.991, 1.596], [-1.468, -0.811, 2.994], [-2.314, 1.076, -0.493], [-3.209, 1.902, 0.474], [-3.314, -2.884, -0.472], [-3.550, -4.139, 0.170], [-4.766, -4.235, 0.893], [-5.749, -3.239, 0.839], [-5.642, -2.157, 0.034], [-4.366, -1.954, -0.551], [0.604, -1.584, -5.369], [0.327, -3.044, -4.453], [1.987, -2.536, -4.749], [0.112, -0.615, -3.167], [1.890, -0.675, -3.039], [1.932, -4.667, -0.955], [2.724, -3.126, -0.851], [2.552, -4.920, -3.387], [3.937, -4.711, -2.357], [3.530, -3.394, -3.394], [-1.333, -4.231, -1.696], [-0.160, -0.222, 1.422], [-0.343, -1.911, 1.449], [-2.339, -0.155, 3.048], [-0.679, -0.340, 3.612], [-1.656, -1.783, 3.398], [-2.648, 1.145, -1.466], [-1.280, 1.440, -0.541], [-3.610, 2.774, -0.057], [-2.665, 2.246, 1.336], [-4.022, 1.310, 0.893], [-2.800, -4.933, 0.283], [-5.017, -5.088, 1.540], [-6.708, -3.341, 1.414], [-6.326, -1.363, -0.072], [-4.270, -1.189, -1.303], [1.797, 3.894, 1.873], [2.132, 4.777, 0.840], [1.745, 6.091, 0.975], [2.035, 7.037, -0.010], [2.841, 6.661, -1.111], [3.108, 5.298, -1.199], [2.728, 4.370, -0.276], [2.303, 2.681, 2.236], [2.282, 2.317, 3.593], [2.726, 1.028, 3.980], [3.176, 0.147, 2.961], [3.278, 0.629, 1.674], [2.848, 1.851, 1.299], [1.299, 4.397, 2.647], [1.312, 6.397, 1.911], [1.625, 8.015, 0.026], [3.116, 7.361, -1.889], [3.593, 4.900, -2.108], [1.872, 3.051, 4.291], [2.725, 0.767, 5.058], [3.478, -0.903, 3.175], [3.674, -0.013, 0.880]], "homo_ev": -15.67, "lumo_energy_ev": -9.6, "charge": 3, "energy_ev": -149697.4823, "spin_multiplicity": 1, "relative_energy_kcal_mol": 16.7, "fmax_ev_per_a": 3.1, "molar_mass_g_mol": 739.19, "gap_ev": 6.090}

***

No. 4
{"formula": "C38H57O29", "method": "the ωB97M-V functional and the def2-TZVPD basis", "symbols": ["C", "C", "O", "O", "H", "H", "H", "C", "C", "C", "O", "C", "O", "O", "H", "H", "H", "H", "H", "H", "C", "C", "C", "O", "C", "O", "O", "H", "H", "H", "H", "H", "H", "C", "C", "C", "O", "C", "O", "O", "H", "H", "H", "H", "H", "H", "C", "C", "C", "O", "C", "O", "O", "H", "H", "H", "H", "H", "H", "C", "C", "C", "O", "C", "O", "O", "H", "H", "H", "H", "H", "H", "C", "C", "C", "O", "C", "O", "O", "H", "H", "H", "H", "H", "H", "C", "C", "C", "O", "C", "O", "O", "H", "H", "H", "H", "H", "H", "C", "C", "C", "O", "C", "O", "O", "H", "H", "H", "H", "H", "H", "C", "C", "C", "O", "C", "O", "O", "H", "H", "H", "H", "H", "H"], "positions_angstrom": [[2.588, -21.594, 1.945], [3.163, -20.409, 2.648], [4.294, -20.466, 3.081], [2.459, -19.375, 2.676], [2.998, -22.550, 2.271], [2.706, -21.415, 0.876], [1.539, -21.723, 2.212], [5.779, -15.420, -0.128], [5.790, -14.707, 1.209], [6.738, -15.371, 2.245], [7.598, -14.326, 2.628], [7.268, -13.184, 2.009], [7.795, -12.075, 2.185], [6.278, -13.404, 1.094], [6.745, -15.557, -0.614], [5.107, -14.861, -0.779], [5.285, -16.370, 0.077], [4.815, -14.783, 1.691], [7.235, -16.247, 1.829], [6.218, -15.723, 3.136], [3.900, -15.385, 7.732], [4.559, -14.530, 8.701], [5.080, -15.289, 9.959], [6.385, -14.753, 10.157], [6.778, -14.078, 9.132], [7.906, -13.680, 8.933], [5.781, -14.036, 8.211], [2.939, -15.786, 8.053], [4.500, -16.246, 7.437], [3.769, -14.926, 6.752], [3.917, -13.681, 8.937], [5.155, -16.347, 9.710], [4.413, -15.069, 10.793], [11.559, -19.177, 4.543], [11.508, -18.683, 6.013], [9.994, -18.490, 6.481], [9.919, -19.223, 7.706], [10.998, -20.036, 7.848], [11.178, -20.834, 8.747], [11.920, -19.801, 6.825], [12.600, -19.393, 4.301], [11.121, -18.405, 3.909], [10.941, -20.071, 4.459], [12.116, -17.797, 6.196], [9.282, -18.970, 5.810], [9.856, -17.409, 6.503], [7.508, -22.234, -1.043], [8.564, -22.773, -0.021], [7.984, -23.712, 1.050], [8.884, -24.774, 1.183], [9.730, -24.703, 0.141], [10.606, -25.473, -0.136], [9.390, -23.664, -0.691], [6.879, -23.048, -1.405], [7.981, -21.870, -1.954], [6.836, -21.446, -0.704], [9.073, -21.900, 0.387], [7.028, -24.114, 0.715], [7.777, -23.135, 1.951], [-2.563, -16.183, -1.495], [-2.204, -17.576, -1.994], [-1.703, -18.622, -0.979], [-2.669, -19.711, -1.079], [-3.615, -19.387, -1.989], [-4.663, -20.051, -2.183], [-3.422, -18.102, -2.434], [-1.786, -15.601, -1.001], [-3.293, -16.244, -0.688], [-2.986, -15.558, -2.282], [-1.603, -17.421, -2.891], [-1.678, -18.152, 0.005], [-0.711, -18.989, -1.240], [0.905, -26.946, -2.368], [0.383, -28.159, -3.138], [0.491, -29.515, -2.512], [-0.745, -30.167, -2.784], [-1.665, -29.255, -3.138], [-2.854, -29.482, -3.195], [-1.055, -28.068, -3.430], [0.192, -26.356, -1.792], [1.489, -26.281, -3.004], [1.675, -27.253, -1.660], [0.805, -28.299, -4.133], [0.533, -29.381, -1.431], [1.336, -30.058, -2.935], [-4.699, -14.550, 4.724], [-4.139, -15.951, 4.751], [-2.778, -16.133, 5.329], [-2.947, -17.317, 6.092], [-4.209, -17.661, 6.272], [-4.572, -18.661, 6.908], [-4.936, -16.777, 5.606], [-4.509, -13.980, 5.633], [-5.778, -14.467, 4.592], [-4.350, -13.929, 3.900], [-4.146, -16.380, 3.749], [-2.461, -15.313, 5.972], [-2.110, -16.173, 4.469], [3.003, -21.458, 8.874], [1.490, -21.428, 8.568], [0.962, -22.024, 7.241], [-0.018, -22.945, 7.707], [0.099, -23.163, 9.053], [-0.489, -24.025, 9.662], [1.004, -22.269, 9.568], [3.243, -21.378, 9.934], [3.614, -20.786, 8.272], [3.338, -22.447, 8.561], [1.045, -20.477, 8.858], [1.674, -22.606, 6.658], [0.537, -21.237, 6.618], [7.391, -25.198, 7.270], [6.672, -26.558, 7.078], [5.628, -26.888, 8.137], [4.520, -27.285, 7.363], [4.753, -26.946, 6.075], [3.917, -27.167, 5.177], [5.977, -26.511, 5.877], [7.716, -25.117, 8.307], [6.890, -24.299, 6.912], [8.276, -25.120, 6.637], [7.415, -27.355, 7.058], [5.389, -26.074, 8.822], [6.033, -27.763, 8.645]], "homo_ev": -4.80, "lumo_energy_ev": 1.4, "charge": -1, "energy_ev": -99708.7271, "spin_multiplicity": 1, "relative_energy_kcal_mol": 139.4, "fmax_ev_per_a": 5.7, "molar_mass_g_mol": 977.85, "gap_ev": 6.213}